Entry from the Open Molecules 2025 dataset: a structure of composition C30H46BBr45ClFO6P in a non-equilibrium geometry (ωB97M-V/def2-TZVPD).

Values from the calculation:
Total charge   -1
F_max   4.05 eV Å⁻¹
Molecular weight   4194.609 g/mol
Orbital gap   0.1928 hartree

The geometry in XYZ format:
```
131
Properties=species:S:1:pos:R:3:forces:R:3
H -3.459087 1.026088 -3.778615 0.6235 0.6991 0.9143
Br -2.344019 -4.060180 -9.502206 -0.2644 0.0378 0.1244
C 1.450412 -1.132997 -0.689040 0.3579 -1.1597 1.3802
O 3.177403 1.199323 -2.211979 0.0451 -0.0717 1.1228
O -0.503754 0.546389 -3.855141 1.3485 -0.6680 1.7512
Br -5.304542 -2.435559 7.440408 -0.3335 0.0958 0.0356
H 10.297805 9.374940 -3.437625 -0.1608 -0.1871 -0.0076
H 4.089325 -0.318839 -1.032579 -0.4383 1.2831 -0.1957
H 3.041918 3.247824 -0.509353 -1.0256 -0.1437 -0.0222
H -0.954058 2.400332 0.085786 0.6077 0.8547 0.5280
C -5.175477 -0.772319 11.085278 -0.0396 -0.0699 -0.0869
Br -8.000537 -0.796261 8.019683 0.1733 -0.1796 -0.0984
C 1.946585 3.133245 -0.758673 0.0826 0.8665 0.4926
H -9.804393 -2.877039 13.863878 -0.0056 0.2347 -0.0554
Br 8.747842 9.811047 1.951895 -0.1983 0.1621 -0.1904
H 2.755839 3.428016 -3.172258 -1.6839 -1.0499 -0.1706
H -0.348523 -1.993842 -1.854868 0.0260 0.2316 1.5882
Br -4.977498 -7.147538 1.934399 -0.4095 -0.0369 -0.1747
Br 9.917170 7.465794 -1.896091 -0.1230 0.1791 -0.2539
C 6.607834 0.341149 -0.862597 1.4552 1.3557 -1.3920
B 0.821373 0.398781 -3.260254 -0.2543 -2.1584 -1.8738
C 9.573494 8.564895 -3.453745 0.0650 0.0391 -0.0319
H 6.591698 0.438739 0.264838 -0.3215 -0.4199 -1.2645
Br -14.418697 -2.438407 8.437626 0.2728 0.0681 0.0739
Br -5.382660 1.119768 11.444673 0.0316 -0.3298 -0.0266
C -4.210024 -3.699446 -9.123157 -0.0612 0.1021 -0.0957
H -2.049562 -4.115751 -6.201236 0.0137 0.1179 0.1777
Br -8.106608 -3.524615 6.325362 0.2452 0.2049 0.0706
Br -8.856699 -2.767643 -7.125103 0.1420 0.1923 0.1433
C 7.665368 10.736580 0.638603 -0.0095 -0.0850 -0.1273
C 4.018685 0.821853 -1.171192 2.8278 -0.9035 0.0939
Br 10.253601 -6.777132 -0.483190 0.2395 -0.0672 0.1883
C -7.061463 -1.957942 6.783451 0.0877 -0.0020 -0.1436
O -2.035588 -2.345178 0.232901 3.7273 1.3089 0.2230
H 2.251272 -1.432475 -1.446393 -1.4768 0.6090 0.6168
H 8.302821 1.896770 -0.862422 -0.4815 -1.2541 -0.5183
Br -4.495679 -1.855420 -8.606926 0.1025 -0.4596 -0.0739
Br -11.614809 -1.177706 13.806036 0.2853 -0.0666 -0.0522
Br -1.804471 -5.655413 4.026586 -0.1562 0.1391 -0.0083
Cl 3.490294 1.474573 -5.420079 -0.4432 0.5997 0.8636
H -3.080184 1.766340 -2.097294 0.3181 -0.3930 -1.1664
Br -4.928365 -4.932262 -7.812305 0.1470 0.2014 -0.1835
C -5.600112 -0.268924 -0.609260 0.2704 -0.0084 -0.2119
Br -1.981008 -2.700643 2.770834 -1.1171 -1.7125 2.7513
Br 13.299816 -6.158353 0.303796 -0.2943 -0.0864 0.0828
H -12.428934 -2.848817 9.866978 -0.0318 0.1568 -0.1694
F 1.625888 2.769193 1.765163 -0.7928 -0.2233 -1.5184
Br -11.323858 -2.752974 7.646530 -0.2726 0.1407 0.2805
Br -1.193628 -1.785188 -6.274923 -0.1046 -0.2615 0.2883
H -6.914979 -1.393946 5.865395 -0.0404 -0.1195 0.1905
C -1.911235 -3.368182 -5.423046 -0.0656 0.0135 -0.2415
O 1.577917 -0.687392 -3.832239 -1.3583 0.8580 0.7507
H 8.237988 10.761231 -0.285632 -0.1259 -0.0206 0.1835
P 1.523264 1.639145 -1.924783 -0.6219 0.0142 0.2590
H -5.280579 0.492401 0.097869 -0.1062 -0.1644 -0.1412
H 5.217517 4.411051 -5.576302 -0.0092 0.1199 0.1892
H -2.006346 -0.738094 -3.200692 0.4081 1.1961 0.3672
H 8.904335 0.184846 -1.060122 -1.1873 0.8509 -0.3155
C -1.558958 0.276438 -2.924862 -1.2625 0.6587 -0.1738
H 5.558786 1.156816 -2.719082 0.2596 0.1256 1.4377
Br 9.855698 7.586638 -5.103093 -0.0408 0.1645 0.3212
Br 8.436590 -3.380192 -2.675543 0.2815 0.1208 0.1897
C -0.899911 -1.862287 0.365421 -2.0097 -0.0846 -1.5629
Br -12.244293 -0.386891 9.603402 -0.0799 -0.2537 -0.1578
C 0.120338 -2.033955 -0.822758 1.9695 -0.1316 0.4038
H 5.621547 2.339397 -1.279037 0.2484 -1.2146 -0.5138
Br 3.579530 5.531279 -4.085799 0.6724 0.4688 -0.3081
Br -0.672539 -4.114405 -4.132184 -0.1640 0.1648 -0.1459
Br 6.022829 9.784749 0.261089 0.2911 0.1737 0.1179
H 0.163816 2.083990 -1.812987 -0.3663 0.2485 0.0001
H 0.982548 -1.312006 -4.296427 0.3329 0.7058 0.0044
H 11.197472 -5.701840 1.544843 0.0676 -0.1640 -0.1489
C -6.737412 -6.663203 1.285606 0.2004 0.0343 -0.0514
H -2.520381 -3.511026 5.061027 -0.0974 -0.2427 -0.1300
C 1.759097 2.905543 -3.397097 1.8782 0.6021 -1.6142
H -6.593754 -6.097762 0.368222 -0.0458 -0.1024 0.2082
C -2.705125 -3.937220 4.077699 0.0627 0.4840 0.0299
Br 10.116529 -3.037915 0.035683 -0.0265 0.1708 -0.2161
C -9.799005 -1.822448 13.600724 0.0487 -0.0694 -0.0445
Br -9.198411 -1.700027 11.762783 -0.5267 0.0084 0.1913
C 5.529978 1.249216 -1.584682 -1.4371 -0.5135 0.6610
H 6.561482 -0.725346 -1.238947 -0.3089 1.0916 0.7648
Br -3.651364 -3.035435 -4.639998 0.3198 0.0308 -0.0803
H -5.767748 -0.994797 10.199673 0.1264 0.0414 0.1495
Br -7.304040 -2.163161 -4.383632 -0.1787 0.0198 -0.3194
Br -8.581493 -0.940438 14.822469 -0.2798 -0.0944 -0.1678
C 11.522758 -6.560372 0.962309 -0.0645 0.0813 0.0125
H 0.161079 0.569516 -0.156765 1.3906 -0.1045 -0.4625
Br -4.627237 -4.126640 3.894866 0.2088 0.0735 0.1047
H -0.944019 3.670463 1.445706 0.7737 -0.5850 -1.1662
C -0.477858 3.349805 0.454217 -0.1785 0.2540 -0.0524
C 8.051530 0.888916 -1.339405 0.2643 0.1248 0.3336
C -12.582423 -2.198796 9.009093 0.0428 -0.0774 0.0307
C 1.257343 0.417624 -0.465177 -0.7678 -0.6379 1.5687
Br 10.864004 -1.288076 -2.545772 -0.0452 -0.3436 0.0779
H -4.759719 -3.861028 -10.046690 0.1324 0.0171 0.2061
H -9.090368 -0.876640 -5.531388 0.1928 -0.1185 -0.0883
C -8.216257 -1.400041 -5.909900 0.0312 0.0068 0.0835
H 1.897759 -1.553223 0.290206 -0.3957 0.5780 -1.2003
Br -7.116400 -0.088226 -6.815026 -0.2460 -0.1259 0.2144
C 1.960692 2.354115 -4.840690 -2.9812 1.8039 -2.0661
H -0.771637 4.165853 -0.293159 0.5081 -1.1280 0.8821
H 10.850427 -3.750680 -2.227109 -0.1470 0.1474 0.1082
H -1.247631 0.207705 -1.838312 0.0232 0.2136 -1.1903
H 0.312718 -0.877044 1.601189 -0.5144 -0.0261 -0.2706
H 3.872241 1.250382 -0.133966 -0.4810 -0.1965 -1.1531
H 1.711258 4.073549 -1.378075 0.1997 -1.2788 0.8919
C 10.163805 -2.973689 -1.900005 0.0457 -0.1103 -0.1339
C 5.343337 5.147672 -4.786007 -0.1020 -0.1011 -0.0217
O -0.632092 -1.142737 1.567045 0.9562 -0.6279 -3.0807
C -2.657750 1.437652 -3.092304 0.4511 -0.7242 -0.3805
H 1.294486 4.481388 0.786662 -0.2204 -1.4919 -0.2858
Br -6.338044 0.658469 -2.144508 0.0262 -0.0154 0.2631
Br 7.814929 9.376746 -3.384903 0.3080 -0.1231 0.0582
Br 7.331159 12.576152 1.148447 0.0436 -0.2843 -0.0435
H 0.911772 3.658859 -3.414927 0.9556 -0.9627 -0.3511
Br -4.031270 -1.307707 -1.066267 -1.1550 0.4932 0.0292
H 1.835433 0.689301 0.483349 -0.6169 -0.1830 -1.2909
H 0.508624 -3.110489 -0.731254 -0.7439 1.2839 -0.0431
Br -3.340205 -1.230469 10.669362 -0.2869 0.0994 0.0989
Br -7.673864 -5.502048 2.525461 0.0874 -0.2236 -0.1743
Br -6.939736 -1.348451 0.286616 0.1437 0.0949 -0.1348
Br -5.878396 -1.858359 12.526468 0.6450 0.1804 -0.1576
H -2.165946 2.314346 -3.619782 -0.5134 -1.0679 0.7884
C 1.097880 3.370420 0.541185 0.2213 2.7748 0.4957
Br 6.157138 6.712531 -5.591655 -0.1313 -0.2076 0.0889
Br -7.791309 -8.224787 0.830232 0.1293 0.2342 0.1101
H 8.095009 1.060864 -2.463304 -0.1842 -0.3881 1.3128
Br 11.524379 -8.087830 2.153915 0.0175 0.2263 -0.2272
Br 6.492645 4.351217 -3.446712 -0.1957 0.2082 -0.2264
O 1.147866 2.556238 -5.752431 2.3479 -0.8365 2.6771
```
Forces are in eV/Å.

Mulliken population analysis, charges in e, atoms 1 to 4: 0.189 -0.041 -1.118 -0.289

=====

Entry from the Open Molecules 2025 dataset: a structure of composition C30H46BN7PtS3 in a non-equilibrium geometry (ωB97M-V/def2-TZVPD).

Values from the calculation:
F_max   1.37 eV Å⁻¹
Molecular weight   806.838 g/mol
Orbital gap   0.2604 hartree

The geometry in XYZ format:
```
88
Properties=species:S:1:pos:R:3:forces:R:3
Pt -0.451183 1.142943 -0.144622 -0.9396 0.9418 0.3144
C -4.761808 -1.084461 -2.499201 -0.0208 0.0822 -0.0191
C -1.926973 3.686144 0.222534 -0.1061 0.0235 0.0148
C 4.014181 -0.874289 -2.934646 -0.0244 -0.0282 0.0284
N 2.658135 -2.438318 -1.604110 -0.1127 -0.0072 0.0271
H 6.007786 -1.890926 -1.314570 0.0007 -0.0025 0.0074
H 5.012596 -0.685548 -3.331471 0.0084 -0.0068 0.0058
N -3.654618 -1.649996 -1.665866 0.0347 -0.0279 0.0351
C -1.042052 0.147998 5.473707 0.0164 -0.0242 -0.0268
H 2.367810 5.896584 -0.271126 0.0016 0.0038 -0.0079
H 2.254460 -4.313141 -2.611916 -0.0047 0.0110 0.0082
C -5.355327 0.133586 -1.789540 0.0229 -0.0258 0.0063
H -0.899800 0.618190 6.447481 0.0070 0.0007 -0.0023
H -5.760848 -0.156870 -0.818669 0.0070 0.0011 0.0018
C 0.694295 -1.503739 6.100322 -0.0075 -0.0093 0.0040
C 0.118432 4.000913 -0.986430 0.3640 -0.0987 -0.0961
H 1.641857 -1.985584 5.856677 -0.0009 0.0033 0.0026
C 0.273022 -0.495555 5.034012 0.0056 0.0479 0.0339
C 1.457498 3.482282 -1.479414 -0.0287 0.0249 -0.0238
H 4.732320 -1.247116 -0.267790 -0.0094 0.0125 0.0117
H -6.167501 0.539151 -2.393789 -0.0040 -0.0078 -0.0102
N -1.819487 -1.915110 -0.496681 -0.0361 0.0036 0.1058
N 0.709707 -2.257388 -0.622562 -0.0250 -0.0532 -0.1754
H 0.449417 5.985040 -1.721273 0.0055 0.0030 0.0113
H -4.611602 0.911879 -1.640944 0.0003 0.0138 0.0013
C 0.694941 -3.424020 -1.365367 -0.0337 0.0456 0.0133
H -1.821609 -0.610324 5.568034 -0.0019 0.0036 0.0004
C 1.915711 -1.636972 -0.774982 0.0860 -0.2917 -0.1291
C 0.111924 -2.845606 2.259759 -0.0092 0.0055 0.0091
C 4.473774 -3.314643 -3.006977 -0.0049 -0.0010 0.0099
S -2.009200 0.545896 -1.832629 0.1591 -0.1377 -0.2075
H -3.792092 -1.614741 -4.362511 -0.0077 -0.0051 0.0012
C 2.401955 3.425188 0.758530 0.0278 -0.0631 0.0116
H 4.022825 5.268369 -0.230074 -0.0010 0.0122 0.0023
H 0.830559 -0.962268 7.035260 -0.0044 0.0049 0.0012
C -1.389829 5.866595 -0.629524 0.0297 -0.0741 -0.0001
H 1.669603 3.880883 -2.475414 0.0190 -0.0185 -0.0029
C -0.277967 -0.670940 2.541321 0.0163 -0.2188 -0.1462
S 2.310356 -0.171101 -0.061052 0.3313 0.1211 0.0996
C -0.216909 5.343140 -1.155153 -0.0966 0.0571 -0.0012
C -2.244704 5.029478 0.076300 0.0775 0.0250 -0.0514
C -2.582804 -3.052674 -0.345823 0.0839 -0.0289 0.0276
H 5.002766 -2.997082 -0.363752 0.0015 -0.0007 -0.0025
H 1.137737 1.279753 4.120075 0.0115 0.0114 -0.0037
H -3.503213 0.058709 -3.867119 0.0140 0.0051 -0.0018
S -0.695495 0.970284 2.255591 0.3316 0.2007 -0.1091
H -0.069866 -2.265141 6.264841 0.0083 -0.0029 0.0098
C 1.390017 0.535467 4.870425 0.0011 -0.0149 -0.0165
H 2.012897 2.406634 0.817405 0.0436 0.0546 0.0088
C -5.856643 -2.138022 -2.652096 0.0064 -0.0092 0.0006
C 4.031771 -2.161732 -2.109174 0.0441 0.0429 -0.0141
H 0.243884 -3.767348 1.720167 -0.0041 -0.0014 0.0111
H -6.315288 -2.396903 -1.697051 0.0071 -0.0076 -0.0022
H -1.372238 0.905724 4.768910 -0.0160 0.0130 -0.0063
H 3.322219 -0.974970 -3.773117 0.0001 0.0063 0.0016
H -0.503470 -0.473805 -0.265275 0.7802 -0.2745 -0.1699
H -2.263787 -3.873451 0.273108 -0.0184 0.0041 0.0037
H 3.710605 -0.025924 -2.326504 -0.0005 0.0277 -0.0060
N 0.072654 -1.215671 3.739303 -0.0327 0.0037 -0.0258
C 5.001048 -2.064318 -0.931495 -0.0149 -0.0035 -0.0126
H 1.410992 2.391109 -1.560759 -0.0342 0.0286 -0.0228
H -1.633234 6.911694 -0.773707 -0.0060 0.0036 0.0080
H -0.169234 -4.062564 -1.419317 0.0085 0.0019 -0.0144
H 0.606962 -3.222379 4.356919 -0.0075 0.0153 -0.0041
H -5.079703 -0.409382 -4.509808 -0.0012 -0.0013 0.0005
H 1.689790 4.083236 1.281898 -0.0028 0.0030 -0.0080
C -0.752764 3.149325 -0.309462 -0.2937 -0.4895 0.3225
H -5.485662 -3.042554 -3.136318 -0.0158 -0.0028 -0.0067
C -4.241221 -0.736988 -3.894297 0.0142 -0.0197 0.0199
B -0.428038 -1.582667 0.106259 -0.4184 0.0740 0.1299
C 1.891798 -3.539448 -1.964045 0.0249 -0.0417 -0.0106
N 2.606576 3.799479 -0.627913 -0.0116 0.0254 -0.0414
H -6.634473 -1.716909 -3.287155 -0.0047 0.0031 0.0036
H -2.615482 3.038227 0.754741 0.0218 -0.0031 -0.0081
H 1.552791 1.040158 5.823592 -0.0095 -0.0069 0.0084
H 3.191449 5.440857 -1.781585 0.0055 0.0011 -0.0027
H 4.495024 -4.263086 -2.467498 0.0094 -0.0045 -0.0151
C -2.486048 -1.042613 -1.306907 -0.1141 0.0081 -0.0097
H 2.318559 0.043033 4.576507 -0.0045 -0.0027 -0.0077
H 3.357804 3.463489 1.285739 -0.0040 0.0053 0.0159
N -0.263243 -1.678247 1.626863 -0.1150 0.0818 0.0665
C 0.307188 -2.571747 3.559700 0.0160 -0.0243 -0.0157
H 3.839009 -3.411961 -3.888933 0.0014 -0.0082 0.0033
C 3.057727 5.171479 -0.732518 -0.0167 -0.0094 0.0587
H -3.163176 5.415161 0.502340 -0.0027 0.0145 -0.0068
H 5.485775 -3.103675 -3.349813 0.0031 0.0035 0.0010
C -3.707437 -2.898822 -1.062201 -0.0355 -0.0399 -0.0303
H -4.534213 -3.569318 -1.186400 0.0044 0.0124 0.0045
```
Forces are in eV/Å.

Mulliken population analysis, charges in e, atoms 1 to 4: 0.096 1.130 -0.035 -1.518